1.
The following is a quantum chemistry calculation of a 11-piece molecular cluster, C22H44Cl22 overall at a distorted geometry, from OMol25.

Summary:
**Energy relative to the best compared isomer or geometry (same formula, charge and spin)**: 76.28 kJ/mol
**Largest force on an atom**: 1.66 eV Å⁻¹
**LUMO level**: 0.10 eV
**HOMO level**: -10.564 eV
**SMILES**: ClCCCl.ClCCCl.ClCCCl.ClCCCl.ClCCCl.ClCCCl.ClCCCl.ClCCCl.ClCCCl.ClCCCl.ClCCCl

```
! wB97M-V def2-TZVPD RIJCOSX def2/J DEFGRID3
* xyz 0 1
Cl 7.831 14.697 20.506
C 8.247 16.030 19.436
C 7.025 16.904 19.150
Cl 5.854 15.986 18.147
H 8.758 15.637 18.560
H 9.030 16.647 19.888
H 7.340 17.776 18.580
H 6.511 17.229 20.047
Cl 10.493 14.402 16.027
C 11.549 15.790 15.564
C 12.058 16.630 16.721
Cl 10.736 17.291 17.691
H 11.082 16.368 14.774
H 12.423 15.305 15.127
H 12.610 17.475 16.309
H 12.782 16.094 17.331
Cl 13.266 9.537 25.328
C 12.852 9.752 23.617
C 12.254 11.152 23.306
Cl 10.956 11.538 24.460
H 12.088 9.013 23.397
H 13.744 9.652 23.004
H 11.757 11.084 22.348
H 13.021 11.913 23.399
Cl 13.533 11.528 19.783
C 11.890 11.637 19.056
C 11.261 13.003 19.328
Cl 11.337 13.387 21.054
H 11.271 10.883 19.540
H 11.957 11.342 18.011
H 10.236 13.072 18.972
H 11.835 13.785 18.830
Cl 10.600 18.048 22.599
C 9.583 17.032 23.687
C 10.041 15.593 23.661
Cl 11.712 15.346 24.243
H 8.543 17.050 23.363
H 9.648 17.506 24.661
H 9.963 15.153 22.670
H 9.405 15.011 24.327
Cl 19.245 8.690 20.440
C 17.531 9.001 20.119
C 17.095 10.278 20.808
Cl 17.920 11.706 20.147
H 16.978 8.161 20.535
H 17.426 9.049 19.039
H 17.277 10.168 21.875
H 16.028 10.437 20.654
Cl 5.949 11.132 21.046
C 7.367 10.414 21.941
C 8.618 10.872 21.212
Cl 8.683 10.247 19.544
H 7.152 9.356 21.858
H 7.245 10.823 22.936
H 9.558 10.623 21.705
H 8.637 11.962 21.189
Cl 10.794 8.320 17.212
C 12.538 7.915 16.984
C 13.313 8.336 18.235
Cl 14.892 7.582 18.168
H 12.968 8.404 16.110
H 12.548 6.845 16.805
H 12.734 8.029 19.103
H 13.435 9.416 18.252
Cl 4.639 12.567 14.771
C 6.238 12.923 15.525
C 6.480 12.222 16.833
Cl 6.501 10.466 16.637
H 6.218 14.000 15.680
H 6.991 12.739 14.767
H 5.808 12.506 17.640
H 7.431 12.582 17.238
Cl 13.463 9.763 12.590
C 11.946 10.686 12.533
C 11.938 11.938 13.386
Cl 12.244 11.478 15.088
H 11.092 10.085 12.846
H 11.792 10.873 11.472
H 10.974 12.439 13.346
H 12.700 12.652 13.081
Cl 16.501 10.156 16.365
C 15.969 11.772 15.875
C 15.040 12.405 16.894
Cl 14.393 13.963 16.385
H 15.484 11.633 14.910
H 16.855 12.380 15.701
H 15.515 12.572 17.855
H 14.141 11.804 17.001
*
```

Mulliken atomic charge list, values in e, 5 entries:
1 Cl -0.14
2 C -0.10
3 C -0.49
4 Cl -0.18
5 H -0.02


2.
The following is a quantum chemistry calculation of an isolated ion of composition C5H14N and charge +2 at a distorted geometry, from OMol25.

Summary:
**Energy relative to the best compared isomer or geometry (same formula, charge and spin)**: 167.54 kJ/mol
**<S²>**: 0.753
**Largest force on an atom**: 2.38 eV Å⁻¹
**LUMO level (spin up / spin down)**: -7.39 / -14.89 eV
**HOMO level (spin up / spin down)**: -21.083 / -21.068 eV

```
! wB97M-V def2-TZVPD RIJCOSX def2/J DEFGRID3
* xyz 2 2
C -0.641 2.109 0.339
C -0.398 0.606 0.354
C 0.219 0.124 -0.986
C 0.723 -1.369 -0.887
C 1.795 -1.448 0.127
N -1.764 0.013 0.773
H -0.786 2.525 1.342
H 0.206 2.695 -0.027
H -1.518 2.455 -0.250
H 0.227 0.313 1.199
H 1.039 0.773 -1.302
H -0.413 0.172 -1.872
H 0.996 -1.808 -1.908
H -0.052 -2.151 -0.627
H 2.700 -2.121 -0.203
H 1.542 -1.926 1.070
H 2.291 -0.473 0.357
H -1.786 -0.942 0.395
H -1.855 -0.075 1.786
H -2.525 0.527 0.319
*
```

natural (NBO) atomic charge list, values in e, 5 entries:
1 C -0.67
2 C -0.03
3 C -0.41
4 C -0.38
5 C -0.59


3.
The following is a quantum chemistry calculation of one molecule with the formula C2H3ClN2 at a distorted geometry, from OMol25.

Summary:
**Energy relative to the best compared isomer or geometry (same formula, charge and spin)**: 211.61 kJ/mol
**Largest force on an atom**: 5.18 eV Å⁻¹
**LUMO level**: 0.62 eV
**HOMO level**: -10.676 eV
**SMILES**: N#C[C@H](N)Cl

```
! wB97M-V def2-TZVPD RIJCOSX def2/J DEFGRID3
* xyz 0 1
C -0.913 1.111 0.063
C -0.354 -0.207 0.297
N -1.367 2.161 0.078
N 1.364 -0.315 -0.172
Cl -1.281 -1.501 -0.252
H -0.271 -0.269 1.304
H 1.314 -1.339 -0.353
H 1.508 0.360 -0.964
*
```

natural (NBO) atomic charge list, values in e, 5 entries:
1 C 0.23
2 C -0.20
3 N -0.26
4 N -0.81
5 Cl 0.06


4.
The following is a quantum chemistry calculation of C36H29CoN3O2P as an isolated structure, from OMol25.

Summary:
**<S²>**: 6.011
**Largest force on an atom**: 0.33 eV Å⁻¹
**LUMO level (spin up / spin down)**: -6.04 / -6.44 eV
**HOMO level (spin up / spin down)**: -13.569 / -14.175 eV

```
! wB97M-V def2-TZVPD RIJCOSX def2/J DEFGRID3
* xyz 2 5
Co 0.827 -1.125 -0.097
C -2.219 -2.255 -2.012
C -1.865 -3.147 -0.846
C -2.593 -4.319 -0.675
C -2.320 -5.144 0.399
C -1.357 -4.739 1.307
C -0.682 -3.549 1.089
N -0.892 -2.781 0.005
C 0.311 -3.052 2.080
C 0.443 -3.569 3.360
C 1.416 -3.041 4.192
C 2.242 -2.026 3.736
C 2.052 -1.545 2.451
N 1.090 -2.051 1.668
C 2.900 -0.491 1.825
C 3.870 0.182 2.539
C 4.658 1.113 1.880
C 4.458 1.322 0.532
C 3.460 0.620 -0.138
C 3.282 0.804 -1.611
N 2.679 -0.258 0.513
H -3.279 -2.402 -2.240
H -1.232 -3.392 -3.292
H -2.097 -1.210 -1.724
H -3.371 -4.567 -1.384
H -2.859 -6.071 0.541
H -1.131 -5.351 2.166
H -0.201 -4.358 3.716
H 1.538 -3.428 5.195
H 3.018 -1.633 4.374
H 4.022 -0.010 3.590
H 5.426 1.656 2.415
H 5.070 2.023 -0.018
H 3.916 1.611 -1.970
H 2.251 1.054 -1.857
H 3.552 -0.110 -2.140
O -1.424 -2.456 -3.163
C 0.625 -0.822 -3.098
O 1.166 -1.297 -2.143
C -0.278 0.308 -3.296
C -0.583 0.563 -4.632
C -1.461 1.577 -4.979
C -2.055 2.325 -3.979
C -1.767 2.073 -2.638
C -0.872 1.080 -2.267
P -0.521 0.847 -0.479
C 0.506 2.270 -0.013
C 0.959 3.229 -0.911
C 1.768 4.269 -0.465
C 2.116 4.357 0.873
C 1.658 3.404 1.777
C 0.861 2.363 1.336
C -2.078 1.138 0.400
C -2.494 2.434 0.710
C -3.697 2.637 1.366
C -4.487 1.553 1.725
C -4.067 0.261 1.441
C -2.863 0.053 0.787
H -0.127 -0.059 -5.391
H -1.688 1.769 -6.018
H -2.753 3.113 -4.231
H -2.258 2.667 -1.879
H 0.687 3.177 -1.957
H 2.114 5.016 -1.167
H 2.735 5.175 1.217
H 1.914 3.482 2.825
H 0.492 1.631 2.048
H -1.872 3.284 0.455
H -4.016 3.643 1.604
H -5.425 1.716 2.239
H -4.674 -0.584 1.739
H -2.525 -0.955 0.592
*
```

Mulliken atomic charge list, values in e, 5 entries:
1 Co 0.26
2 C 0.30
3 C 0.02
4 C -0.85
5 C -0.81


5.
The following is a quantum chemistry calculation of C3H3MnO as an isolated structure at a distorted geometry, from OMol25.

Summary:
**Energy relative to the best compared isomer or geometry (same formula, charge and spin)**: 59.71 kJ/mol
**<S²>**: 12.019
**Largest force on an atom**: 1.57 eV Å⁻¹
**LUMO level (spin up / spin down)**: -12.10 / -12.91 eV
**HOMO level (spin up / spin down)**: -19.613 / -19.408 eV

```
! wB97M-V def2-TZVPD RIJCOSX def2/J DEFGRID3
* xyz 2 7
H -1.612 0.808 -0.732
O 0.801 1.510 -0.094
C -1.285 0.057 -0.011
C -0.107 -0.614 -0.178
C 0.999 0.339 -0.284
H -1.984 -0.256 0.768
H 0.092 -1.606 0.221
Mn 3.095 -0.237 0.309
*
```

natural (NBO) atomic charge list, values in e, 5 entries:
1 H 0.26
2 O -0.19
3 C -0.02
4 C -0.38
5 C 0.13


6.
The following is a quantum chemistry calculation of C4H9NO as an isolated structure at a distorted geometry, from OMol25.

Summary:
**Energy relative to the best compared isomer or geometry (same formula, charge and spin)**: 545.09 kJ/mol
**Largest force on an atom**: 4.27 eV Å⁻¹
**LUMO level**: 0.98 eV
**HOMO level**: -8.850 eV

```
! wB97M-V def2-TZVPD RIJCOSX def2/J DEFGRID3
* xyz 0 1
C 1.412 0.001 0.602
C 0.328 -0.181 -0.620
C -0.487 -1.470 -1.070
C -1.580 -0.551 -0.230
H 0.191 2.011 1.227
H 1.949 2.002 1.013
H 2.654 -0.012 0.341
H 1.036 -0.777 1.234
H 0.720 0.171 -1.596
H -0.236 -2.430 -0.586
H -0.929 -1.592 -2.280
H -1.755 -0.839 0.807
H -2.536 -0.283 -0.843
N 1.087 1.386 1.327
O -0.842 0.656 -0.088
*
```

natural (NBO) atomic charge list, values in e, 5 entries:
1 C -0.22
2 C 0.06
3 C -0.47
4 C -0.06
5 H 0.41


7.
The following is a quantum chemistry calculation of a 2-piece molecular cluster, C24H29N3O6 overall at a distorted geometry, from OMol25.

Summary:
**Energy relative to the best compared isomer or geometry (same formula, charge and spin)**: 147.86 kJ/mol
**Largest force on an atom**: 2.00 eV Å⁻¹
**LUMO level**: 0.40 eV
**HOMO level**: -7.833 eV
**SMILES**: CNC(=O)[C@H](Cc1c[nH]c2ccccc12)NC(C)=O.CO[C@H](c1ccccc1)[C@@H](O)C(=O)O

```
! wB97M-V def2-TZVPD RIJCOSX def2/J DEFGRID3
* xyz 0 1
O -4.374 0.224 -5.942
O 3.537 0.148 4.886
O 0.912 0.013 -4.251
O 3.295 2.372 5.188
O 2.778 1.635 2.108
O 0.801 3.207 4.049
C -3.555 -0.123 -5.109
C 3.015 1.202 4.562
C -0.250 -0.214 -4.570
C -0.069 0.874 -0.661
C -0.581 -0.027 -1.530
C -1.727 -0.683 5.948
C 1.172 -3.489 -1.620
C 2.145 -3.211 -0.643
C -0.769 0.141 6.543
C -1.906 -0.654 4.562
C 0.225 -2.512 -1.982
C 2.175 -1.951 -0.019
C 0.009 0.994 5.753
C -1.114 0.185 3.770
C 0.230 -1.234 -1.378
C 1.228 -0.984 -0.389
C -0.145 1.017 4.356
N 1.002 0.317 0.012
N -0.542 -1.080 -5.550
N -2.621 0.750 -4.721
C 1.433 4.202 3.230
C -3.646 -1.531 -4.548
C 0.450 -1.905 -6.237
C 2.107 1.161 3.305
C 0.743 1.882 3.484
C -1.732 0.203 -2.461
C -1.390 0.597 -3.914
H 3.893 2.141 5.913
H 3.697 1.302 2.082
H -0.431 1.887 -0.535
H -2.334 -1.342 6.562
H 1.156 -4.458 -2.099
H 2.870 -3.967 -0.374
H -0.632 0.128 7.620
H -2.654 -1.292 4.099
H -0.510 -2.733 -2.740
H 2.918 -1.730 0.731
H 0.736 1.645 6.229
H -1.252 0.175 2.692
H 1.578 0.832 0.672
H -1.506 -1.161 -5.832
H -2.744 1.655 -5.148
H 1.217 5.197 3.630
H 1.064 4.158 2.201
H 2.518 4.067 3.221
H -4.198 -2.152 -5.252
H -4.197 -1.493 -3.610
H -2.668 -1.968 -4.376
H 0.957 -1.312 -7.000
H -0.029 -2.767 -6.703
H 1.197 -2.258 -5.520
H 1.881 0.103 3.132
H 0.277 1.957 2.496
H -2.368 0.981 -2.036
H -2.310 -0.717 -2.454
H -0.960 1.595 -3.834
*
```

natural (NBO) atomic charge list, values in e, 5 entries:
1 O -0.62
2 O -0.58
3 O -0.62
4 O -0.66
5 O -0.73


8.
The following is a quantum chemistry calculation of a 2-piece molecular cluster, C2H4N2S overall at a distorted geometry, from OMol25.

Summary:
**Energy relative to the best compared isomer or geometry (same formula, charge and spin)**: 384.62 kJ/mol
**Largest force on an atom**: 4.40 eV Å⁻¹
**LUMO level (spin up / spin down)**: -1.10 / -0.83 eV
**HOMO level (spin up / spin down)**: -10.953 / -8.344 eV

```
! wB97M-V def2-TZVPD RIJCOSX def2/J DEFGRID3
* xyz 0 1
C -0.335 -1.329 0.634
C -0.743 -0.006 0.661
N -0.031 -2.430 0.503
N 1.778 0.694 -0.186
S -1.798 0.814 -0.346
H -0.121 0.787 1.245
H 1.544 1.593 -0.552
H 1.705 0.108 -0.927
H -1.999 -0.231 -1.033
*
```

natural (NBO) atomic charge list, values in e, 5 entries:
1 C 0.19
2 C -0.49
3 N -0.28
4 N -0.61
5 S 0.22


9.
The following is a quantum chemistry calculation of one molecule with the formula CH3NO2 at a distorted geometry, from OMol25.

Summary:
**Energy relative to the best compared isomer or geometry (same formula, charge and spin)**: 371.12 kJ/mol
**Largest force on an atom**: 5.44 eV Å⁻¹
**LUMO level**: 0.99 eV
**HOMO level**: -10.064 eV
**SMILES**: O=CNO

```
! wB97M-V def2-TZVPD RIJCOSX def2/J DEFGRID3
* xyz 0 1
C -0.742 -0.532 -0.151
H 0.669 1.397 0.880
H 1.292 -0.667 -0.151
H -1.540 0.139 -0.334
N 0.545 -0.006 0.254
O 0.511 1.336 -0.003
O -0.734 -1.667 -0.495
*
```

natural (NBO) atomic charge list, values in e, 5 entries:
1 C 0.51
2 H 0.48
3 H 0.38
4 H 0.14
5 N -0.42


10.
The following is a quantum chemistry calculation of one molecule with the formula C5H7NO at a distorted geometry, from OMol25.

Summary:
**Energy relative to the best compared isomer or geometry (same formula, charge and spin)**: 488.66 kJ/mol
**Largest force on an atom**: 1.48 eV Å⁻¹
**LUMO level (spin up / spin down)**: -0.43 / -0.43 eV
**HOMO level (spin up / spin down)**: -8.218 / -8.218 eV
**SMILES**: O=C/C=N/C1CC1

```
! wB97M-V def2-TZVPD RIJCOSX def2/J DEFGRID3
* xyz 0 1
O 0.105 1.640 1.560
C 0.992 1.672 0.702
C 0.823 1.119 -0.630
C -0.729 -0.569 -1.053
C -0.009 -1.512 -0.109
C -0.982 -0.565 0.500
N -0.417 0.816 -0.973
H 2.013 1.907 1.022
H 1.714 0.658 -1.105
H -1.608 -0.911 -1.616
H 1.048 -1.318 0.091
H -0.306 -2.561 -0.103
H -0.609 0.357 1.036
H -2.033 -0.734 0.679
*
```

natural (NBO) atomic charge list, values in e, 5 entries:
1 O -0.56
2 C 0.32
3 C -0.19
4 C -0.08
5 C -0.44


11.
The following is a quantum chemistry calculation of a 2-piece molecular cluster, C4H9NO overall, from OMol25.

Summary:
**Energy relative to the best compared isomer or geometry (same formula, charge and spin)**: 146.57 kJ/mol
**Largest force on an atom**: 0.46 eV Å⁻¹
**LUMO level**: 0.51 eV
**HOMO level**: -10.071 eV
**SMILES**: C/C=N/C=O.C

```
! wB97M-V def2-TZVPD RIJCOSX def2/J DEFGRID3
* xyz 0 1
C 1.311 2.067 0.335
C -0.783 -1.035 -0.458
C 0.161 -0.904 -1.606
N -0.395 -0.961 0.753
C -1.374 -1.154 1.744
O -2.212 -2.023 1.728
H 1.029 2.207 -0.713
H 2.392 2.187 0.439
H 0.802 2.815 0.948
H -1.845 -1.194 -0.692
H 0.127 -1.814 -2.216
H 1.181 -0.739 -1.252
H -0.143 -0.074 -2.254
H 1.018 1.066 0.663
H -1.269 -0.443 2.581
*
```

natural (NBO) atomic charge list, values in e, 5 entries:
1 C -0.86
2 C 0.21
3 C -0.68
4 N -0.51
5 C 0.53


12.
The following is a quantum chemistry calculation of a 2-piece molecular cluster, C5H4NO3 overall at a distorted geometry, from OMol25.

Summary:
**Energy relative to the best compared isomer or geometry (same formula, charge and spin)**: 624.50 kJ/mol
**Largest force on an atom**: 5.53 eV Å⁻¹
**LUMO level**: 3.82 eV
**HOMO level**: -2.782 eV

```
! wB97M-V def2-TZVPD RIJCOSX def2/J DEFGRID3
* xyz -1 1
C -2.168 0.314 -0.042
C -1.171 -0.675 0.000
C -1.497 1.497 -0.054
C 0.043 0.003 0.045
C 1.265 -0.659 -0.022
N 2.573 -0.358 0.031
O 3.460 -1.212 -0.117
O 2.962 0.896 0.232
O -0.184 1.315 0.027
H -3.189 0.146 -0.247
H -1.240 -1.636 -0.078
H -1.760 2.537 -0.002
H 0.906 -2.167 0.227
*
```

natural (NBO) atomic charge list, values in e, 5 entries:
1 C -0.32
2 C -0.37
3 C 0.02
4 C 0.24
5 C -0.12


> Which value of largest force on an atom does entry 4 give?

0.33 eV Å⁻¹


> What is the formula in the fourth record?

C36H29CoN3O2P


What did the fifth record say?
The following is a quantum chemistry calculation of C3H3MnO as an isolated structure at a distorted geometry, from OMol25.

Summary:
**Energy relative to the best compared isomer or geometry (same formula, charge and spin)**: 59.71 kJ/mol
**<S²>**: 12.019
**Largest force on an atom**: 1.57 eV Å⁻¹
**LUMO level (spin up / spin down)**: -12.10 / -12.91 eV
**HOMO level (spin up / spin down)**: -19.613 / -19.408 eV

```
! wB97M-V def2-TZVPD RIJCOSX def2/J DEFGRID3
* xyz 2 7
H -1.612 0.808 -0.732
O 0.801 1.510 -0.094
C -1.285 0.057 -0.011
C -0.107 -0.614 -0.178
C 0.999 0.339 -0.284
H -1.984 -0.256 0.768
H 0.092 -1.606 0.221
Mn 3.095 -0.237 0.309
*
```

natural (NBO) atomic charge list, values in e, 5 entries:
1 H 0.26
2 O -0.19
3 C -0.02
4 C -0.38
5 C 0.13